Record 1
Here is C11H29N2O8PS3Ta as an isolated structure in a non-equilibrium geometry from the Open Molecules 2025 dataset. Energies are from wB97M-V/def2-TZVPD.

XYZ file:
```
55
Properties=species:S:1:pos:R:3:forces:R:3:nbo_charge:R:1
C 6.399 -0.419 -0.186 0.27 -0.18 1.19 -0.634
C 5.934 -2.004 -0.298 1.51 0.44 0.27 -0.541
S 4.215 -2.142 -1.023 0.55 -0.33 0.56 0.193
C 3.097 -2.814 0.304 0.77 -1.57 1.19 -1.153
Ta 1.311 -1.513 0.951 -0.55 -0.02 0.55 1.962
C -0.462 -0.355 1.847 -1.53 0.89 0.93 -1.089
C -1.528 0.350 0.863 -0.85 3.08 -0.86 0.122
N -1.629 1.682 0.500 0.75 -5.30 2.39 -0.665
C 0.068 -3.461 1.246 -0.57 -1.41 -0.42 -1.169
S 0.160 -4.129 2.996 0.76 1.75 4.00 1.817
O -0.952 -3.520 3.885 2.90 -1.86 -3.14 -0.934
O 1.570 -4.024 3.649 -4.32 -0.76 -2.78 -0.912
P 0.424 -1.481 -1.502 -0.63 -0.54 -3.14 1.491
N 1.161 -0.322 -2.370 -2.04 -1.36 1.20 -1.200
O 0.886 -3.053 -2.185 0.05 1.58 0.65 -1.021
O -1.316 -1.471 -1.659 2.08 0.76 -0.39 -0.994
S 2.575 0.694 0.703 0.52 5.26 -2.96 1.496
C 3.630 0.957 2.247 -0.17 0.49 1.59 -0.861
O 1.550 1.836 0.791 1.31 -2.52 0.98 -0.957
O 3.292 0.946 -0.635 -0.45 -1.44 3.86 -0.903
H 7.564 -0.449 0.032 -2.27 0.29 -0.72 0.189
H 5.925 0.138 0.753 0.82 -1.36 -2.10 0.210
H 6.110 0.223 -1.121 0.66 -1.48 1.72 0.246
H 6.735 -2.518 -1.014 -1.93 0.95 1.35 0.212
H 6.030 -2.565 0.738 -0.38 1.25 -2.05 0.219
H 2.681 -3.841 -0.076 0.85 1.70 0.70 0.245
H 3.785 -3.071 1.237 -1.45 0.47 -1.78 0.272
H 1.985 -1.622 2.687 -0.43 -0.12 -0.67 -0.398
H -0.019 0.467 2.571 -0.78 -1.46 -1.48 0.271
H -1.069 -1.095 2.548 1.14 1.32 -1.39 0.279
H -2.385 -0.326 0.404 2.05 1.23 0.95 0.184
H -0.898 2.172 1.041 0.09 -0.25 -0.48 0.339
H -1.076 -3.352 0.945 2.33 -0.21 0.94 0.288
H 0.526 -4.282 0.529 -0.82 1.46 1.57 0.273
H -0.119 -5.530 2.914 0.28 1.42 -0.13 0.012
H 0.431 0.283 -2.799 0.83 -0.19 0.36 0.367
H 1.867 -3.069 -2.370 -1.38 0.41 0.23 0.501
H -1.619 -0.584 -2.020 0.63 -1.36 0.63 0.514
H 4.471 0.166 2.388 -1.44 1.49 -0.48 0.232
H 2.877 0.835 3.167 1.51 0.15 -2.15 0.250
H 3.999 2.084 2.282 -0.61 -2.45 -0.42 0.249
O -3.441 1.767 -1.796 -2.47 1.48 -0.07 -0.555
C -4.340 2.590 -1.625 2.25 -1.29 -0.33 0.794
O -5.615 2.285 -1.950 -0.43 -0.52 0.07 -0.515
C -6.756 3.104 -1.634 0.18 0.07 -0.12 -0.066
C -6.950 4.186 -2.678 0.11 0.15 -0.15 -0.637
C -4.022 3.973 -1.139 0.06 0.21 0.68 -0.751
H -6.684 3.503 -0.618 0.11 0.02 -0.12 0.178
H -7.626 2.438 -1.643 0.34 -0.10 -0.02 0.193
H -6.096 4.867 -2.717 -0.11 -0.03 0.10 0.211
H -7.850 4.771 -2.464 0.06 -0.06 -0.02 0.210
H -7.046 3.743 -3.675 -0.07 -0.01 0.19 0.217
H -3.690 4.583 -1.983 -0.03 -0.06 0.08 0.238
H -3.216 3.905 -0.402 0.05 -0.18 -0.35 0.276
H -4.853 4.465 -0.636 -0.10 0.09 -0.20 0.203
```
Positions in Å, forces in eV/Å.

The max |F| comes out at 6.06 eV Å⁻¹. Its multiplicity is 1. The calculation puts the total energy at -74575.46605 eV. As for the charge: -1. The LUMO energy is 0.69 eV. The value obtained for the orbital gap is 5.76 eV.


Record 2
Here is C15H14N7O6PtS as an isolated structure in a non-equilibrium geometry from the Open Molecules 2025 dataset. Energies are from wB97M-V/def2-TZVPD.

XYZ file:
```
44
Properties=species:S:1:pos:R:3:forces:R:3:lowdin_spin:R:1
Pt 1.309 0.466 0.184 1.30 -0.83 -0.93 0.647
O -1.589 -0.725 3.759 -0.04 0.13 -0.12 0.001
C -0.614 -0.390 2.928 0.05 -0.27 0.01 0.001
O -0.539 0.635 2.302 -0.01 0.10 0.39 0.012
C 0.447 -1.456 2.864 -0.05 0.15 0.03 0.002
C 0.463 -2.536 3.737 0.15 -0.09 -0.02 0.000
C 1.542 -3.406 3.686 -0.04 0.06 0.01 0.001
C 2.566 -3.154 2.784 -0.02 0.01 0.00 0.000
C 2.445 -2.058 1.946 0.05 0.06 -0.19 0.002
N 1.401 -1.238 1.966 -0.56 0.00 0.30 0.009
C 3.447 -1.627 0.926 -0.04 -0.15 -0.01 0.001
O 4.588 -2.247 0.789 -0.02 0.07 -0.07 0.000
O 3.205 -0.674 0.198 -0.30 0.12 0.27 0.007
H -2.260 -0.024 3.773 0.00 0.02 0.05 0.000
H -0.341 -2.678 4.442 -0.01 0.01 0.01 0.000
H 1.596 -4.254 4.354 0.00 -0.02 -0.01 0.000
H 3.423 -3.814 2.752 0.00 0.00 0.00 0.000
H 4.710 -2.977 1.410 0.01 -0.01 0.01 0.000
S 3.846 1.858 -1.142 -0.09 0.09 -0.03 0.061
C 2.324 1.896 -0.740 -0.12 0.30 -0.13 0.044
C -3.722 2.439 0.428 0.06 0.01 -0.02 0.000
N -2.315 2.637 0.039 -0.04 -0.03 0.05 0.000
C -1.833 3.861 -0.216 -0.01 0.05 -0.06 -0.002
C -0.536 4.076 -0.585 -0.13 -0.16 -0.04 0.001
C 0.264 2.940 -0.598 0.18 -0.23 -0.28 0.010
O 1.547 3.048 -0.917 0.17 -0.08 0.14 0.012
N -0.165 1.706 -0.335 -0.83 0.72 1.03 0.025
C -1.527 1.479 -0.040 0.22 -0.04 -0.46 0.002
O -1.996 0.383 0.080 0.03 -0.11 0.05 0.000
H -4.286 3.319 0.139 -0.02 0.00 0.02 0.000
H -3.785 2.291 1.504 -0.01 -0.01 0.00 0.000
H -4.104 1.560 -0.079 -0.02 0.02 -0.01 0.000
H -2.539 4.676 -0.123 0.00 0.00 -0.01 0.000
H -0.146 5.050 -0.827 0.03 0.01 0.03 0.000
N -1.413 -2.024 -5.249 -0.04 -0.02 0.06 -0.001
C -0.830 -1.263 -4.328 0.07 0.15 -0.20 0.002
N -0.575 0.022 -4.618 -0.04 -0.07 0.14 0.000
N -0.530 -1.832 -3.174 -0.18 -0.12 0.13 0.013
C 0.060 -1.297 -2.177 0.27 -0.26 0.00 0.031
N 0.649 -1.026 -1.205 -0.06 0.39 -0.07 0.120
H -1.680 -1.673 -6.152 0.01 -0.01 -0.01 0.000
H -1.605 -2.986 -5.025 0.00 0.00 0.00 0.000
H -0.804 0.423 -5.511 0.03 0.00 -0.01 0.000
H -0.098 0.596 -3.947 0.04 0.03 -0.04 0.000
```
Positions in Å, forces in eV/Å.

The max |F| comes out at 1.80 eV Å⁻¹. Its multiplicity is 2. The calculation puts the total energy at -52565.91893 eV. As for the charge: +2. The LUMO energy (alpha / beta) is -6.49 / -7.86 eV. The value obtained for the orbital gap (alpha / beta) is 8.08 / 6.76 eV.


Record 3
Here is C52H71IN8OPSc as an isolated structure from the Open Molecules 2025 dataset. Energies are from wB97M-V/def2-TZVPD.

XYZ file:
```
135
Properties=species:S:1:pos:R:3:forces:R:3:mulliken_charge:R:1
Sc 0.416 0.429 -0.270 -0.46 -0.30 -0.11 0.781
C -1.554 5.161 -1.527 -0.07 0.02 0.03 -0.857
N -0.213 4.859 -1.042 0.09 -0.10 -0.01 0.734
C 0.462 6.087 -0.619 0.00 0.01 0.01 -1.200
C 0.346 3.644 -0.867 -0.10 0.02 0.01 -1.596
N -0.298 2.484 -0.782 0.09 0.14 0.05 0.203
C -1.707 2.535 -0.464 0.08 -0.08 0.03 0.344
C -2.003 2.828 0.844 0.02 -0.07 0.03 0.021
C -3.326 3.022 1.282 -0.02 0.01 -0.04 -1.527
C -4.332 2.968 0.367 0.03 0.02 0.01 -1.257
C -4.072 2.656 -0.994 -0.08 0.01 0.02 1.168
C -5.163 2.638 -1.894 0.02 0.01 0.00 -1.094
C -4.957 2.321 -3.202 0.03 0.00 0.03 -1.217
C -3.673 1.963 -3.635 0.01 0.01 -0.03 -0.501
C -2.568 1.954 -2.803 0.10 -0.03 -0.03 -0.557
N -1.377 1.354 -3.259 -0.10 0.05 0.07 1.435
C -1.036 1.505 -4.517 0.06 -0.23 0.03 -1.094
N -0.493 0.425 -5.185 -0.26 0.30 -0.18 0.809
C 0.517 0.586 -6.216 0.07 -0.04 0.00 -1.247
C -1.244 -0.816 -5.244 0.05 -0.12 0.09 -1.071
N -1.114 2.662 -5.225 0.09 0.04 -0.05 0.506
C -1.481 2.681 -6.635 -0.05 0.03 0.01 -1.250
C -1.083 3.953 -4.579 -0.01 0.00 0.05 -0.728
C -2.750 2.360 -1.434 0.02 0.02 -0.03 0.281
N 1.734 3.594 -0.760 -0.05 0.03 0.00 1.237
C 2.270 3.507 0.591 -0.01 0.07 -0.02 -1.020
C 2.543 4.377 -1.690 0.01 -0.03 0.00 -1.114
H -1.482 6.043 -2.165 0.00 0.00 0.01 0.477
H -2.228 5.385 -0.697 0.01 -0.02 0.00 0.353
H -1.961 4.350 -2.104 -0.02 0.02 -0.08 -0.020
H 0.758 6.686 -1.482 0.00 -0.01 0.00 0.350
H 1.328 5.887 -0.006 0.04 -0.03 0.06 0.403
H -0.245 6.668 -0.025 0.00 0.00 -0.01 0.390
H -1.180 2.957 1.539 0.00 0.02 0.00 0.677
H -3.528 3.259 2.318 0.00 -0.01 0.00 0.457
H -5.356 3.163 0.657 0.00 0.00 0.01 0.486
H -6.149 2.880 -1.522 -0.01 -0.01 0.00 0.492
H -5.781 2.299 -3.903 0.00 0.01 0.00 0.431
H -3.551 1.619 -4.655 0.02 -0.01 -0.02 0.520
H 0.116 0.459 -7.226 -0.01 0.00 0.02 0.408
H 1.295 -0.168 -6.072 -0.01 -0.01 0.00 0.312
H 0.974 1.569 -6.140 0.01 -0.01 0.01 0.380
H -2.009 -0.820 -4.471 -0.01 0.02 -0.01 0.275
H -0.588 -1.677 -5.100 0.00 0.01 0.01 0.303
H -1.731 -0.930 -6.219 0.03 0.02 0.00 0.389
H -1.751 1.685 -6.973 0.00 0.01 0.00 0.369
H -0.672 3.066 -7.258 0.00 0.00 -0.01 0.372
H -2.352 3.327 -6.762 -0.01 -0.01 -0.01 0.400
H -0.446 3.891 -3.698 -0.03 0.01 0.08 -0.095
H -2.079 4.302 -4.288 0.02 -0.01 -0.05 0.274
H -0.648 4.676 -5.269 -0.01 0.01 -0.01 0.533
H 3.300 3.168 0.548 -0.10 0.04 0.02 0.458
H 1.693 2.798 1.182 0.00 0.06 -0.05 -0.201
H 2.262 4.471 1.112 -0.02 0.06 -0.01 0.329
H 2.930 5.300 -1.251 0.01 0.00 -0.01 0.409
H 1.955 4.629 -2.571 0.01 -0.01 -0.01 0.357
H 3.393 3.776 -2.013 0.02 -0.03 0.01 0.262
C 1.225 -0.842 -2.850 0.11 -0.04 -0.05 -0.217
N 0.606 -1.401 -1.635 -0.07 0.19 -0.06 1.236
C 1.456 -2.486 -1.112 0.02 0.02 0.03 -1.130
C -0.739 -1.930 -1.931 0.00 -0.03 -0.06 0.551
C -1.437 -2.286 -0.642 -0.02 -0.04 0.00 -0.237
N -1.748 -1.055 0.115 0.08 0.01 -0.03 1.692
C -2.999 -0.496 -0.432 -0.01 0.04 -0.01 -1.685
C -2.061 -1.432 1.503 0.02 0.00 0.01 -0.988
H 1.408 -1.623 -3.596 -0.04 -0.02 0.03 0.558
H 2.184 -0.396 -2.586 0.01 0.00 0.00 -0.339
H 0.567 -0.090 -3.281 0.03 0.00 0.01 -0.276
H 1.306 -3.392 -1.708 -0.01 -0.01 0.02 0.339
H 1.230 -2.696 -0.069 0.01 -0.01 0.02 -0.223
H 2.490 -2.183 -1.182 0.02 0.00 -0.01 0.204
H -0.659 -2.804 -2.587 0.01 0.00 0.00 0.607
H -1.288 -1.153 -2.464 -0.01 -0.01 0.00 -1.129
H -0.811 -2.931 -0.022 -0.01 -0.02 0.00 -0.874
H -2.358 -2.845 -0.845 0.00 0.01 0.00 0.495
H -3.795 -1.245 -0.359 0.00 0.00 0.00 0.566
H -2.882 -0.208 -1.473 0.00 0.00 -0.02 0.223
H -3.289 0.375 0.149 -0.01 0.01 0.00 0.411
H -2.898 -2.139 1.521 0.02 -0.02 0.01 0.447
H -2.341 -0.547 2.069 -0.01 0.01 0.01 0.080
H -1.197 -1.904 1.965 0.01 0.01 0.02 -0.362
I 0.645 0.451 2.786 0.08 0.12 0.15 -0.065
C -0.751 -0.257 4.194 -0.07 0.02 -0.01 0.201
C -1.663 0.695 4.559 -0.01 -0.01 0.01 -0.228
C -2.544 0.476 5.632 0.02 -0.01 0.00 -1.148
C -2.422 -0.672 6.350 -0.01 0.00 -0.01 -0.767
C -1.475 -1.665 5.998 -0.02 -0.01 0.03 0.628
C -1.365 -2.803 6.832 0.01 -0.01 0.01 -0.788
C -0.462 -3.783 6.560 -0.01 0.01 0.00 -1.107
C 0.300 -3.693 5.385 -0.01 -0.02 -0.03 -0.279
C 0.212 -2.635 4.510 -0.02 -0.02 0.02 0.429
P 1.085 -2.905 2.901 0.02 0.05 0.01 2.269
C 0.230 -4.389 2.256 -0.04 0.00 0.01 0.030
C 0.816 -5.083 1.193 0.02 -0.01 -0.03 -0.567
C 0.137 -6.103 0.543 0.01 0.00 -0.01 -0.919
C -1.157 -6.431 0.924 -0.01 0.01 0.01 -0.759
C -1.759 -5.737 1.963 0.00 -0.01 -0.02 -0.803
C -1.072 -4.728 2.625 0.02 0.01 0.02 -0.537
C 2.711 -3.472 3.517 0.04 -0.01 -0.06 0.355
C 3.218 -4.760 3.391 0.00 -0.02 0.06 -0.319
C 4.498 -5.058 3.846 0.00 -0.01 0.00 -0.764
C 5.279 -4.078 4.435 -0.02 0.01 0.00 -0.619
C 4.774 -2.792 4.581 0.00 0.00 0.02 -0.658
C 3.503 -2.492 4.122 0.00 0.01 -0.03 -0.775
C -0.636 -1.525 4.848 -0.01 0.00 -0.03 0.363
H -1.688 1.644 4.040 0.01 0.00 0.00 0.471
H -3.266 1.235 5.901 0.00 0.00 0.00 0.435
H -3.044 -0.848 7.218 0.00 0.00 0.00 0.418
H -2.006 -2.863 7.702 0.00 0.00 0.00 0.431
H -0.354 -4.640 7.211 0.00 0.00 0.00 0.437
H 0.961 -4.515 5.139 -0.01 0.00 0.01 0.436
H 1.823 -4.839 0.872 0.02 0.02 0.02 0.514
H 0.623 -6.646 -0.257 -0.01 0.00 0.00 0.459
H -1.688 -7.228 0.420 0.00 0.00 0.00 0.439
H -2.766 -5.988 2.271 0.00 0.00 0.00 0.478
H -1.562 -4.208 3.439 0.02 0.01 0.02 0.345
H 2.618 -5.551 2.962 -0.03 0.00 -0.03 0.468
H 4.876 -6.067 3.748 0.00 0.00 0.00 0.453
H 6.273 -4.315 4.792 0.00 0.00 0.00 0.409
H 5.369 -2.025 5.060 0.00 0.00 0.00 0.452
H 3.111 -1.488 4.257 -0.01 0.00 -0.02 0.321
C 4.420 0.998 -0.671 0.02 0.07 -0.02 -1.358
C 3.623 0.259 0.396 -0.07 -0.09 -0.02 2.014
C 3.869 0.836 1.791 0.07 -0.01 0.08 -1.411
C 4.070 -1.200 0.436 0.04 0.01 -0.02 -2.291
O 2.219 0.363 0.051 0.19 0.04 0.14 1.126
H 5.482 0.777 -0.559 0.00 0.01 0.01 0.457
H 4.295 2.078 -0.604 0.01 -0.09 -0.08 0.235
H 4.111 0.675 -1.666 0.01 -0.02 -0.01 0.193
H 3.672 0.087 2.559 0.01 0.02 -0.03 0.007
H 3.254 1.705 1.999 0.07 0.00 0.03 0.255
H 4.914 1.136 1.882 0.01 -0.04 0.01 0.458
H 5.046 -1.252 0.920 0.00 0.00 0.01 0.549
H 4.190 -1.621 -0.562 0.00 -0.01 -0.01 0.446
H 3.377 -1.805 1.025 -0.02 0.01 -0.02 0.493
```
Positions in Å, forces in eV/Å.

The max |F| comes out at 0.56 eV Å⁻¹. Its multiplicity is 1. The calculation puts the total energy at -107125.33049 eV. As for the charge: +2. The LUMO energy is -4.34 eV. The value obtained for the orbital gap is 7.58 eV.